*i*
Density functional theory data (ωB97M-V/def2-TZVPD) for an isolated ion of composition C8H10N3 and charge +1.

Each line ends with the Löwdin charge.
Element x y z (Å)
C 2.2763 -0.6750 1.0337  0.0105
N 1.6021 -0.0190 -0.1894  -0.0980
C 0.5967 -1.1388 -0.5667  0.0080
C -0.6563 -0.7479 -0.3436  -0.1094
C -1.9707 -1.3784 -0.4413  -0.0809
N -2.9971 -0.7824 0.0116  0.1182
C -2.8571 0.4682 0.7695  -0.1110
N -1.8373 1.1947 0.7077  0.1308
C -0.7676 0.7371 0.0098  -0.2528
C -0.0477 1.6833 -1.0607  0.0133
C 0.8542 1.2520 0.0074  -0.0966
H 1.8363 -0.2401 2.0112  0.1352
H 1.9378 -1.8338 1.0303  0.1394
H 3.4128 -0.6101 1.0082  0.1160
H 2.2446 0.0288 -1.1038  0.2500
H 1.1374 -2.0273 -0.8718  0.1368
H -2.0499 -2.4047 -0.9081  0.1492
H -3.7332 0.7113 1.3634  0.1251
H -0.2189 2.7395 -1.1603  0.1200
H 0.0094 1.2214 -2.1121  0.1572
H 1.2284 1.8212 0.8049  0.1389

Output
LUMO: -4.282 eV
M: 148.19 g/mol
2S+1: 1
structure (SMILES): C[N@H+]1C=C2C=NC=N[C@]23C[C@H]13
total charge: +1

*ii*
Density functional theory data (ωB97M-V/def2-TZVPD) for an isolated ion of composition C8H10N3 and charge +1.

Each line ends with the Löwdin charge.
Element x y z (Å)
C 2.5494 0.5711 0.1372  0.0349
C -1.8088 -1.2188 -0.2186  -0.1327
C 1.9190 1.7970 0.2061  -0.0414
C -2.3295 -0.0428 -0.1347  0.0486
C 0.4612 -0.5530 0.0536  -0.1939
C -0.0777 0.7042 0.0285  0.0233
C 1.8438 -0.7063 -0.0503  -0.1953
C -3.4436 0.8741 -0.0090  -0.0569
N -0.4581 -1.5766 -0.1854  0.0623
N 0.5779 1.7821 0.1830  0.0588
N 2.6171 -1.8178 -0.0806  0.1667
H 3.5983 0.5066 0.1611  0.1021
H -2.4336 -2.0177 -0.6386  0.1564
H 2.5454 2.6355 0.5471  0.1494
H -3.7932 0.8837 0.9910  0.0791
H -3.0100 1.8379 -0.2259  0.0875
H -4.3907 0.7039 -0.4873  0.1002
H -0.1824 -2.4932 0.0509  0.1299
H -0.0232 2.6160 0.1445  0.1898
H 3.6160 -1.8228 -0.0163  0.1182
H 2.2228 -2.6631 -0.4564  0.1131

Output
LUMO: -3.665 eV
M: 148.19 g/mol
2S+1: 1
total charge: +1

The data favor *ii*; the next most stable structure lies 0.852 eV above it.

*i*
Density functional theory data (ωB97M-V/def2-TZVPD) for C4H3N3 in the gas phase.

Each line ends with the Löwdin charge.
Element x y z (Å)
N -1.7315 -0.9153 2.6947  0.1575
C -1.1500 -0.5635 1.7595  -0.1377
C -0.4454 -0.1312 0.5917  -0.4267
N -1.0398 0.6423 -0.2714  0.0897
C -0.1960 0.8075 -1.3354  -0.1336
C 1.0101 0.2440 -1.0106  -0.0424
N 0.8234 -0.4672 0.2698  0.1040
H -0.5925 1.3106 -2.2288  0.1138
H 2.0001 0.1877 -1.4089  0.0895
H 1.3213 -1.1150 0.9394  0.1858

Output
LUMO: 0.610 eV
M: 93.09 g/mol
2S+1: 1
structure (SMILES): N#Cc1ncc[nH]1

*ii*
Density functional theory data (ωB97M-V/def2-TZVPD) for a 2-piece molecular cluster, C4H3N3 overall.

Each line ends with the Löwdin charge.
Element x y z (Å)
N 2.2457 0.7497 0.3713  0.0088
C 2.4629 -0.4718 0.2277  0.0025
C 0.7849 -0.8319 -0.0470  -0.4815
N -0.0565 -1.6849 0.0007  0.1941
C -1.6981 -0.4695 0.0927  -0.0309
C -1.4026 0.7301 0.1506  0.0284
N 0.7600 0.5889 -0.0671  0.0269
H -2.3696 -1.3039 0.0646  0.0632
H -1.4865 1.7920 0.2520  0.0549
H 0.7599 0.9013 -1.0455  0.1336

Output
LUMO (alpha / beta): -1.199 / -1.199 eV
M: 93.09 g/mol
2S+1: 1

*iii*
Density functional theory data (ωB97M-V/def2-TZVPD) for C4H3N3 in the gas phase.

Each line ends with the Löwdin charge.
Element x y z (Å)
N 2.9548 0.2759 0.2394  0.1311
C 1.9652 -0.3187 0.1451  -0.3079
C 0.7745 -0.9823 -0.0635  -0.0910
N -0.3057 -1.5838 0.1429  0.1152
C -1.3795 -0.7332 0.0746  -0.1300
C -0.9846 0.5769 -0.1017  -0.1672
N 0.3047 0.7336 -0.2622  0.0873
H -2.3944 -1.0826 0.1638  0.0965
H -1.6343 1.4303 -0.1096  0.1174
H 0.7356 1.6759 -0.2298  0.1485

Output
LUMO: 0.115 eV
M: 93.09 g/mol
2S+1: 1
structure (SMILES): N#Cc1ncc[nH]1

The data favor *i*; the next most stable structure lies 2.692 eV above it.

*i*
Density functional theory data (ωB97M-V/def2-TZVPD) for a 7-piece molecular cluster, C8H30O11 overall.

Each line ends with the Löwdin charge.
Element x y z (Å)
O 7.8036 9.3200 5.8401  -0.0596
C 8.5572 10.3418 6.3967  -0.2892
C 10.0320 9.9509 6.4610  -0.2517
O 10.6268 9.5774 5.2374  -0.0599
H 6.8813 9.6407 5.7633  0.1066
H 8.4522 11.2576 5.7875  0.1239
H 8.2753 10.5412 7.4417  0.1051
H 10.1092 9.1066 7.1378  0.1103
H 10.5213 10.8254 6.8797  0.1219
H 10.2036 8.7808 4.8644  0.0982
O 7.0005 6.4786 11.4995  -0.0964
C 7.5913 6.2128 10.2267  -0.2319
C 8.8857 5.4590 10.5111  -0.2779
O 9.6792 6.0230 11.5089  -0.0601
H 7.0382 7.4161 11.7579  0.0457
H 6.9477 5.4674 9.6303  0.1339
H 7.6746 7.0966 9.5937  0.1106
H 9.4551 5.3859 9.6050  0.1076
H 8.5672 4.4407 10.7950  0.1198
H 9.0774 6.0874 12.2551  0.0711
O 5.5595 13.1292 13.6370  -0.0588
C 4.8914 13.0472 12.3950  -0.2288
C 5.9402 12.5424 11.3961  -0.2382
O 6.9858 13.4955 11.2861  -0.0779
H 5.8227 14.0378 13.5072  0.0932
H 4.0177 12.3795 12.4348  0.1261
H 4.4989 14.0100 12.0338  0.1260
H 5.5153 12.3994 10.3751  0.1335
H 6.3386 11.5874 11.7476  0.1054
H 7.6592 13.2121 11.9307  0.0930
O 7.8650 11.4260 13.6486  -0.1147
C 7.7185 10.0908 14.2309  -0.2034
C 8.5003 9.1064 13.4092  -0.2349
O 7.9028 8.9410 12.1335  -0.1143
H 7.0425 11.9709 13.8079  0.0588
H 8.1612 10.2277 15.2097  0.1082
H 6.6620 9.7938 14.4083  0.1350
H 8.4515 8.1030 13.9274  0.1396
H 9.5468 9.3510 13.3118  0.1152
H 8.2452 9.6842 11.5705  0.0432
O 11.2457 9.1554 10.5589  -0.0329
H 11.3093 8.4791 9.8841  0.0507
H 10.8534 8.7266 11.3220  0.0338
O 8.8739 10.7139 10.3902  -0.0675
H 8.8290 11.6046 9.9860  0.0268
H 9.7851 10.3864 10.2005  0.0385
O 8.7664 13.2725 8.7529  -0.0744
H 8.2160 13.2729 7.9310  0.0660
H 8.1486 13.6366 9.4166  0.0250

Output
LUMO: 0.307 eV
M: 302.32 g/mol
2S+1: 1
structure (SMILES): OCCO.OCCO.OCCO.OCCO.O.O.O

*ii*
Density functional theory data (ωB97M-V/def2-TZVPD) for a 7-piece molecular cluster, C8H30O11 overall.

Each line ends with the Löwdin charge.
Element x y z (Å)
O -3.2458 -2.9000 -0.4086  -0.0688
C -2.5408 -3.8264 0.4131  -0.2445
C -1.1597 -3.2772 0.6348  -0.2581
O -1.1667 -2.2490 1.6087  -0.0652
H -4.1788 -2.9188 -0.1803  0.0870
H -3.0182 -3.9070 1.3960  0.1256
H -2.5247 -4.8263 -0.0339  0.1176
H -0.7729 -2.9227 -0.3307  0.1185
H -0.4883 -4.0707 0.9628  0.1219
H -1.8141 -1.5984 1.3100  0.0667
O -0.1074 5.6822 -0.7228  -0.0686
C 0.3331 5.6734 0.6368  -0.2440
C 1.3065 4.5529 0.9067  -0.2641
O 0.6779 3.2904 0.8769  -0.0671
H -0.7362 4.9583 -0.8153  0.0803
H 0.8160 6.6319 0.8328  0.1188
H -0.5389 5.5712 1.2882  0.1225
H 1.7426 4.6974 1.8999  0.1198
H 2.1194 4.6014 0.1726  0.1210
H 0.6272 3.0146 -0.0461  0.0447
O 4.7430 -3.6693 -1.9745  -0.0632
C 4.1031 -2.9556 -0.9115  -0.2511
C 2.6428 -3.1633 -1.0660  -0.2870
O 2.2489 -4.4998 -0.9333  -0.0410
H 5.6882 -3.7045 -1.8059  0.0867
H 4.4749 -3.2984 0.0561  0.1267
H 4.2964 -1.8805 -1.0358  0.1141
H 2.3273 -2.6836 -2.0064  0.1319
H 2.1125 -2.5643 -0.3150  0.1075
H 2.7447 -5.0298 -1.5666  0.0887
O -3.6505 0.6253 2.1468  -0.0670
C -4.3025 1.1681 0.9983  -0.2499
C -3.5047 0.8868 -0.2405  -0.2670
O -2.2552 1.5237 -0.1842  -0.0673
H -2.8309 1.1177 2.2575  0.0818
H -5.2877 0.6964 0.9437  0.1185
H -4.4681 2.2445 1.1201  0.1180
H -4.0701 1.2415 -1.1118  0.1196
H -3.4129 -0.2009 -0.3406  0.1092
H -1.5698 0.8698 0.0102  0.0289
O 3.1104 0.5631 0.0470  -0.0427
H 2.8548 1.2727 0.6461  0.0514
H 2.8452 -0.2435 0.4977  0.0325
O 1.2629 1.6824 -1.7846  -0.0439
H 2.2129 1.5952 -1.6409  0.0372
H 1.1659 2.3978 -2.4208  0.0674
O 0.0611 0.0704 0.2008  -0.0439
H 0.5400 0.3955 -0.5713  0.0078
H 0.5869 -0.6344 0.5836  0.0322

Output
LUMO: 0.210 eV
M: 302.32 g/mol
2S+1: 1
structure (SMILES): OCCO.OCCO.OCCO.OCCO.O.O.O

The data favor *ii*; the next most stable structure lies 0.070 eV above it.